Here is a 11-piece molecular cluster, C42H116N10O12 overall in a non-equilibrium geometry from the OMol25 dataset. Energies are from the ωB97M-V functional and the def2-TZVPD basis.

Structure (XYZ):
```
180
Properties=species:S:1:pos:R:3:forces:R:3
H 4.342 1.637 5.618 -0.040 0.249 -0.298
H 5.155 2.506 -3.529 0.812 0.704 0.633
H -2.160 -1.605 -2.353 0.998 1.659 1.752
H -1.686 4.214 -1.056 0.236 1.172 -0.217
H -4.417 -4.800 3.530 -0.834 0.089 0.711
H 5.768 -5.152 1.117 0.858 -0.868 -0.012
C 2.973 -0.570 -3.666 -1.774 1.615 -3.467
H -0.029 4.659 1.925 -0.687 -0.277 0.630
H -3.455 -4.746 -2.250 0.049 0.563 0.080
H -2.932 -1.516 -3.962 0.336 0.128 0.166
H -0.645 -5.459 2.011 0.178 0.611 -0.534
C 5.107 -4.338 0.980 -2.619 0.044 -0.562
H 2.735 -2.083 2.418 -0.224 0.087 -0.168
H 5.918 0.963 1.207 -1.102 0.528 -0.319
N 4.771 3.311 -3.008 0.837 -0.332 -0.457
H 0.983 -1.456 -3.224 -0.845 -0.731 -0.972
H -4.034 -4.082 1.972 -0.194 -0.283 -0.138
H 6.077 3.243 5.891 0.047 -0.676 -0.462
H 3.432 0.945 -5.218 0.332 0.327 -0.202
N -0.458 -1.885 -0.446 0.326 -0.155 -0.061
H -5.141 -2.385 4.054 -1.128 -0.791 0.686
H 4.600 -0.860 -2.534 0.437 -0.692 0.503
O -2.413 3.910 4.202 -0.172 -0.025 -0.721
H 7.347 1.526 6.819 1.100 0.937 1.685
H -1.598 0.884 1.286 0.220 -0.205 -0.079
H 2.273 -1.557 -2.038 -0.891 0.329 -0.138
O 2.021 1.711 -3.863 0.809 -2.071 -0.322
H -0.148 -2.378 4.949 0.758 0.197 -0.067
C -7.483 1.482 -2.781 -2.421 -0.854 0.357
C 2.067 -2.517 4.402 -1.876 0.167 -1.068
H -3.238 -6.298 1.209 -0.059 0.109 0.476
H 0.439 -2.047 -0.912 -0.328 -0.354 0.038
C -2.433 4.846 -2.970 -0.066 0.453 -0.600
H -1.961 6.032 -1.110 0.326 -0.699 -0.684
H -1.524 -0.813 1.848 -0.001 0.412 -0.557
H 8.188 3.150 4.645 -1.038 -0.128 -0.697
C 2.560 0.643 -4.659 -0.384 -2.157 1.660
C 1.349 1.973 -0.329 -0.896 1.469 1.465
C -0.302 0.377 4.876 0.368 -1.172 0.380
H 5.701 0.028 -0.199 -0.806 0.103 -0.008
H -2.658 -0.296 0.582 0.651 -0.178 -0.178
C -2.634 -2.124 -3.105 0.445 -1.545 -2.067
O 4.459 2.664 3.738 -0.471 -0.724 -0.242
O 0.861 -0.504 4.995 -1.166 -0.049 -0.169
C -1.817 4.741 3.165 -1.371 -0.594 1.140
C 1.788 -0.919 -2.812 1.589 0.064 2.067
H 6.439 1.866 -1.434 0.392 -0.031 0.344
H 6.439 4.210 -2.108 -0.965 -0.501 0.710
H 3.976 0.620 -2.370 -0.265 0.575 0.506
H -0.473 -2.476 0.386 0.016 0.130 -0.126
H 1.802 0.209 -5.326 -0.123 0.530 -0.095
C 2.928 -3.688 -0.253 0.331 0.493 -0.674
H 4.230 0.330 0.866 0.113 -0.305 0.146
N -3.804 5.348 -2.916 -0.374 0.070 -0.396
O -6.689 0.570 -3.493 -0.247 0.644 0.144
H -1.699 -4.155 1.221 0.057 -0.161 -0.719
H -1.870 -2.870 -3.426 -0.415 0.171 -0.187
H 2.971 1.250 3.183 0.315 -1.111 -0.111
C -0.628 4.033 2.652 2.236 -0.426 -1.546
C 5.002 1.788 4.748 -0.890 0.538 -1.168
H 1.686 -5.866 -1.278 0.778 -1.032 -0.367
N 1.926 -3.950 4.104 0.184 -0.682 1.903
O -1.092 2.854 1.954 0.247 0.531 0.333
H -2.448 2.997 3.869 0.010 0.422 -0.056
H 4.357 5.553 -1.726 -0.013 1.057 -0.639
H -0.316 2.349 1.623 -0.333 0.215 0.247
H -3.675 -6.915 2.690 -0.170 -0.148 -0.107
H -2.505 4.939 2.315 0.150 -0.219 0.512
C -1.620 -0.152 0.950 -0.513 -0.862 -0.171
N -4.902 -5.284 -0.302 0.808 0.372 -0.606
H -4.260 5.179 -3.824 0.336 0.068 0.612
C -3.692 -3.776 -1.746 2.327 0.064 0.747
H -3.713 -1.403 4.535 -0.754 -0.376 -0.470
C 3.157 2.293 3.274 -0.224 1.483 0.262
H -5.761 -3.863 -1.715 0.015 -0.423 0.330
H 1.252 3.032 -0.075 0.018 0.035 -0.132
H -0.393 0.763 3.856 -0.053 -0.172 -0.077
H 4.540 -4.259 1.922 0.436 0.377 -0.097
H 0.103 3.713 3.425 -0.632 0.354 -0.021
H 3.615 4.279 -0.834 0.395 0.251 0.603
H -7.002 3.504 -4.661 0.047 0.478 0.615
O -3.206 -3.068 3.529 -0.873 0.465 0.336
N 4.118 -0.134 -3.008 1.738 0.396 0.497
H -6.232 -0.602 -1.858 0.648 0.499 -0.481
H 4.003 -4.944 -2.167 -0.198 0.189 0.080
H 1.125 3.430 -3.957 0.349 0.005 -1.142
H 0.210 -1.617 3.349 0.927 -0.734 1.401
H 1.697 -4.322 3.209 -0.226 0.579 -0.788
H -5.116 -0.629 -3.293 0.072 0.115 0.529
C -3.657 -4.293 2.967 0.321 0.849 -0.517
H -0.584 5.242 -1.993 1.054 0.280 0.016
H 2.410 -2.456 5.420 0.336 0.110 0.435
H 5.178 0.791 4.324 0.057 0.009 -0.124
C 5.479 3.735 -1.733 -0.929 -0.392 -2.135
C 1.707 2.785 -4.668 -1.723 1.015 0.649
H 3.239 -1.415 -4.324 -0.079 0.243 0.178
H -1.245 -0.183 5.158 0.935 0.672 -0.206
O 4.693 1.863 -0.344 0.814 0.014 0.090
C -5.155 -2.840 0.094 1.647 -2.726 0.390
H -5.876 -3.047 0.886 -0.325 0.048 -0.366
H -9.143 1.395 -4.214 -0.349 -0.858 0.023
H 3.843 2.941 -2.930 -0.857 0.370 1.037
C 4.574 4.777 -1.042 1.246 -1.574 0.468
H -5.610 -5.425 0.383 -0.650 0.066 0.393
H 7.432 2.077 3.421 0.022 0.029 0.393
H 3.438 -5.651 0.253 0.898 0.145 -0.221
H -0.551 0.145 -0.910 -0.340 0.360 -1.087
H 3.082 -0.736 3.457 0.133 -0.079 0.552
H 0.735 1.803 -1.178 -0.883 -0.435 -0.647
H 4.029 -2.334 3.504 -0.261 0.742 0.281
H -5.170 0.809 -2.231 1.192 0.925 0.916
O -3.109 2.953 -4.507 0.125 0.019 1.546
H -10.185 3.234 -3.551 -1.223 -0.169 -0.652
H -2.917 2.820 -2.491 0.197 -0.258 0.165
C -7.697 2.716 -4.902 -0.258 -0.204 -1.705
H 7.537 0.761 5.378 -0.956 0.654 1.174
H 5.682 -3.430 0.739 -0.514 -0.286 -0.063
C 5.841 2.560 -0.836 -0.717 0.688 -0.190
O -3.788 -2.721 -2.662 -2.337 -0.628 0.161
C 4.010 -4.757 -0.114 0.392 0.159 0.360
H -2.214 -5.562 3.843 0.265 0.016 0.275
O 0.913 1.299 0.873 0.764 1.117 -0.661
H 0.776 -0.591 1.654 0.461 0.341 -0.106
H -4.383 -1.367 2.892 0.327 -0.325 -0.310
C 6.299 2.387 5.198 -0.753 0.397 2.401
H -1.938 4.200 -5.566 -0.103 0.157 -0.696
H 6.909 3.696 3.474 -0.449 0.130 0.660
H -6.952 2.288 -2.266 0.505 0.012 -0.183
C 0.656 -1.816 4.412 -0.207 1.559 -1.264
H 0.663 -4.925 -0.283 -0.391 0.116 0.351
H -1.366 2.980 -3.431 0.194 -0.155 0.417
H -2.818 -3.505 -1.058 -0.924 -0.716 -0.490
N 4.671 -4.897 -1.405 -0.307 -0.066 -0.137
H -8.064 0.931 -1.965 0.602 0.577 -0.821
H 2.353 1.832 -0.635 1.256 -0.731 0.241
H -4.371 4.865 -2.232 0.029 -0.149 0.222
H 2.432 2.658 3.994 -0.342 0.043 0.299
C -4.201 -2.027 3.747 2.579 0.467 0.141
H -4.973 -6.014 -0.995 -0.052 -0.193 -0.048
C -1.596 5.150 -1.691 -1.972 -1.460 0.375
C -8.485 2.114 -3.775 0.876 1.221 1.402
H 2.865 2.762 2.310 0.850 -0.117 0.455
O 2.014 -3.801 -1.367 0.433 -1.064 0.607
C 0.831 -0.067 0.688 -0.237 -1.896 -1.192
N -9.355 3.079 -3.042 0.928 -0.736 0.238
C -2.331 3.182 -5.623 1.336 -0.479 -1.313
H 3.471 -2.763 -0.488 -0.374 0.192 0.519
C 1.166 -4.947 -1.242 -1.475 1.466 -1.061
H -2.901 2.954 -6.544 -0.005 0.587 0.552
C 5.128 0.753 0.429 1.079 -0.247 -0.128
H -7.053 1.948 -5.378 -0.633 0.316 0.051
H -1.409 2.522 -5.744 -0.870 0.355 0.679
C 7.203 2.885 4.146 2.511 -0.136 -1.240
H -1.672 5.665 3.718 0.594 0.182 -0.423
C -0.483 -0.493 -0.064 0.062 0.708 2.569
H -8.969 4.005 -2.997 0.727 0.254 0.145
C 3.050 -1.819 3.431 -0.209 -1.746 -0.296
H 0.377 -4.897 -2.073 1.230 -0.059 1.186
H 1.375 -4.477 4.814 0.699 0.858 -0.807
H 1.724 -0.408 0.087 -0.616 0.019 0.651
H 1.394 -0.009 -2.359 0.047 -0.078 0.143
H 5.190 -5.753 -1.469 0.413 -0.310 0.171
H -8.439 3.118 -5.624 0.664 -0.169 0.065
H -0.941 -3.833 2.761 0.054 -0.291 -0.211
H -2.014 5.426 -3.813 0.180 -0.373 0.317
C -2.389 3.330 -3.292 -0.607 0.327 -0.922
C -2.512 -5.269 2.840 -0.312 0.674 0.336
H -0.127 1.233 5.543 -0.123 -0.416 -0.079
N 6.877 1.297 6.006 0.223 -1.524 -3.090
H 5.170 5.133 -0.168 -1.101 -0.046 -0.320
C -1.358 -4.629 2.127 0.676 -0.244 1.057
H 1.108 2.501 -5.557 0.020 0.100 0.453
H 2.589 3.277 -5.001 0.809 0.710 -0.356
H -4.176 -2.916 0.560 0.102 0.716 0.536
H 6.331 3.010 0.024 0.696 -0.398 0.192
H -5.233 -1.893 -0.330 -0.434 1.496 -0.789
C -5.719 0.018 -2.647 -1.149 -1.991 -0.676
N -2.935 -6.465 2.173 0.040 -0.779 -0.732
H 2.352 -3.687 0.679 0.033 0.482 0.030
C -4.959 -3.975 -0.953 -1.582 1.136 -0.341
```
Positions in Å, forces in eV/Å.

Output
SMILES	COC[C@H](C)N.COC[C@H](C)N.COC[C@H](C)N.COC[C@H](C)N.COC[C@H](C)N.COC[C@H](C)N.COC[C@H](C)N.COC[C@H](C)N.COC[C@H](C)N.COC[C@H](C)N.OCCO
total charge	0
energy above the lowest of the compared OMol25 structures with the same formula, charge and spin	43.1	kcal/mol

These are the Mulliken partial charges, in e, on atoms 1 to 99: number 1, H, carries 0.2678; number 2, H, carries 0.3412; number 3, H, carries -0.1130; number 4, H, carries 0.0525; number 5, H, carries 0.5032; number 6, H, carries 0.4676; number 7, C, carries -0.3410; number 8, H, carries 0.2427; number 9, H, carries 0.2129; number 10, H, carries 0.4378; number 11, H, carries 0.4315; number 12, C, carries -1.1576; number 13, H, carries -0.5150; number 14, H, carries 0.0053; number 15, N, carries -0.5452; number 16, H, carries 0.8217; number 17, H, carries 0.0465; number 18, H, carries 0.3386; number 19, H, carries 0.4278; number 20, N, carries 1.0088; number 21, H, carries 0.4521; number 22, H, carries 0.3631; number 23, O, carries -0.5807; number 24, H, carries 0.2327; number 25, H, carries -0.0032; number 26, H, carries -0.8617; number 27, O, carries 0.1475; number 28, H, carries 0.5141; number 29, C, carries -0.6392; number 30, C, carries -0.1393; number 31, H, carries 0.2318; number 32, H, carries -0.5013; number 33, C, carries 0.3473; number 34, H, carries 0.3964; number 35, H, carries -0.2541; number 36, H, carries 0.3159; number 37, C, carries -1.2692; number 38, C, carries -1.1251; number 39, C, carries -0.3063; number 40, H, carries 0.3640; number 41, H, carries 0.1699; number 42, C, carries -0.3495; number 43, O, carries -0.4055; number 44, O, carries -0.4903; number 45, C, carries -0.5226; number 46, C, carries 0.6021; number 47, H, carries 0.4233; number 48, H, carries 0.3678; number 49, H, carries -0.1847; number 50, H, carries -0.2775; number 51, H, carries 0.4863; number 52, C, carries 0.3333; number 53, H, carries -0.0806; number 54, N, carries -0.7361; number 55, O, carries -0.3452; number 56, H, carries -0.7927; number 57, H, carries 0.3180; number 58, H, carries -0.6400; number 59, C, carries 0.0319; number 60, C, carries -0.4728; number 61, H, carries 0.4700; number 62, N, carries -0.4880; number 63, O, carries -0.6259; number 64, H, carries 0.3371; number 65, H, carries 0.4488; number 66, H, carries 0.1582; number 67, H, carries 0.3080; number 68, H, carries 0.2161; number 69, C, carries -0.1767; number 70, N, carries -0.4178; number 71, H, carries 0.2935; number 72, C, carries -0.1535; number 73, H, carries 0.1821; number 74, C, carries 0.4121; number 75, H, carries 0.2806; number 76, H, carries 0.2324; number 77, H, carries 0.0225; number 78, H, carries 0.2026; number 79, H, carries 0.0188; number 80, H, carries -0.1193; number 81, H, carries 0.2039; number 82, O, carries -0.1611; number 83, N, carries -0.4352; number 84, H, carries 0.2434; number 85, H, carries 0.2286; number 86, H, carries 0.0928; number 87, H, carries -0.8528; number 88, H, carries 0.0684; number 89, H, carries 0.2109; number 90, C, carries -0.4198; number 91, H, carries 0.3618; number 92, H, carries 0.2808; number 93, H, carries 0.1485; number 94, C, carries 0.2034; number 95, C, carries -0.7878; number 96, H, carries 0.6670; number 97, H, carries 0.2811; number 98, O, carries 0.4488; number 99, C, carries -0.5602


Here is one molecule with the formula C6H12O from the OMol25 dataset. Energies are from the ωB97M-V functional and the def2-TZVPD basis.

Structure (XYZ):
```
19
Properties=species:S:1:pos:R:3:forces:R:3
H -2.423 1.166 -0.644 0.116 -0.069 0.176
H -1.392 2.106 1.219 -0.015 -0.140 0.140
O -1.721 1.207 1.339 0.055 0.218 0.029
H -2.534 -1.345 -0.670 0.123 0.098 0.105
H 1.104 -2.172 -0.849 0.063 0.125 0.007
C 1.425 1.054 0.418 -0.013 0.065 0.000
H 0.576 -0.765 1.152 -0.038 0.089 -0.131
H -0.552 -0.063 -1.594 -0.007 0.016 0.139
H 2.568 -1.402 -0.207 -0.147 0.045 -0.027
C -1.794 0.627 0.069 -0.081 -0.101 -0.270
H 1.793 -0.752 -1.660 -0.041 -0.070 0.155
C 1.599 -1.209 -0.680 0.039 -0.060 -0.016
H -1.720 -1.362 0.973 0.008 0.083 -0.147
C -1.844 -0.860 0.016 -0.110 -0.166 0.006
H 1.478 1.648 -0.504 -0.004 -0.095 0.107
H 0.890 1.634 1.176 0.097 -0.030 -0.139
C -0.628 -0.129 -0.508 0.125 0.004 -0.107
C 0.725 -0.285 0.176 -0.003 -0.027 0.033
H 2.450 0.902 0.777 -0.166 0.014 -0.061
```
Positions in Å, forces in eV/Å.

Output
SMILES	CC(C)[C@H]1C[C@H]1O
total charge	0
energy above the lowest of the compared OMol25 structures with the same formula, charge and spin	27.4	kcal/mol

Per-atom natural (NBO) charges, elementary charge units: number 1, H, carries 0.1719; number 2, H, carries 0.4691; number 3, O, carries -0.7021; number 4, H, carries 0.2159; number 5, H, carries 0.2110; number 6, C, carries -0.6022; number 7, H, carries 0.2029; number 8, H, carries 0.2099; number 9, H, carries 0.2072; number 10, C, carries 0.0808; number 11, H, carries 0.1985; number 12, C, carries -0.5980; number 13, H, carries 0.2228; number 14, C, carries -0.4359; number 15, H, carries 0.1995; number 16, H, carries 0.2069; number 17, C, carries -0.2468; number 18, C, carries -0.2190; number 19, H, carries 0.2075


Here is a 3-piece molecular cluster, C2H7O4 overall in a non-equilibrium geometry from the OMol25 dataset. Energies are from the ωB97M-V functional and the def2-TZVPD basis.

Structure (XYZ):
```
13
Properties=species:S:1:pos:R:3:forces:R:3
C 0.167 -1.457 -0.173 -0.294 -0.069 -0.275
H 0.269 5.720 -3.337 0.008 -0.026 0.194
O -1.250 -4.598 1.534 0.045 0.699 0.206
H 0.355 6.188 -1.863 -0.058 0.028 -0.616
O 0.264 6.504 -2.779 0.048 -0.019 0.426
H 1.061 -0.764 1.675 -0.046 -0.475 -0.094
H -0.848 -3.914 0.926 -0.079 -0.422 0.160
O -0.027 -2.605 0.300 -0.046 -0.215 0.144
H -1.321 -4.057 2.338 -0.014 -0.403 -0.290
H 1.088 0.430 0.481 -0.451 0.167 -0.443
C 0.447 -0.372 0.855 1.618 0.468 1.198
H -0.376 0.052 1.412 -0.749 0.091 -0.398
O 0.172 -1.126 -1.369 0.018 0.176 -0.211
```
Positions in Å, forces in eV/Å.

Output
total charge	-1
energy above the lowest of the compared OMol25 structures with the same formula, charge and spin	16.9	kcal/mol

Per-atom natural (NBO) charges, elementary charge units: number 1, C, carries 0.7699; number 2, H, carries 0.4739; number 3, O, carries -1.0024; number 4, H, carries 0.4733; number 5, O, carries -0.9472; number 6, H, carries 0.1945; number 7, H, carries 0.5221; number 8, O, carries -0.8324; number 9, H, carries 0.4447; number 10, H, carries 0.1912; number 11, C, carries -0.7306; number 12, H, carries 0.1995; number 13, O, carries -0.7566


| no. | Kohn-Sham gap (hartree) |
| --- | --- |
| 1 | 0.35420 |
| 2 | 0.38435 |
| 3 | 0.26581 |